w.
Below is a 5-piece molecular cluster, H10O5 overall, with properties calculated with ωB97M-V with the def2-TZVPD basis set.

The geometry in XYZ format:
```
15
Properties=species:S:1:pos:R:3
O 2.75935 -2.45435 0.44503
H 2.52806 -3.29904 0.05870
H 2.03744 -1.87416 0.20324
O 0.17255 2.82943 -3.73983
H 0.69973 2.52918 -4.48020
H 0.56182 3.66822 -3.49254
O 2.15048 -1.12963 4.49417
H 2.92233 -1.69068 4.41868
H 1.87230 -0.98127 3.59038
O -0.29873 -0.00993 -0.22542
H -1.17898 -0.09843 0.14005
H -0.39333 0.63615 -0.92533
O -4.58270 0.69748 -0.54504
H -4.78134 -0.13695 -0.12019
H -4.46897 1.31399 0.17831
```

The HOMO energy is -11.28 eV. The value obtained for the HOMO-LUMO gap is 0.4326 hartree.



x.
Below is a 5-piece molecular cluster, H10O5 overall, with properties calculated with ωB97M-V with the def2-TZVPD basis set.

The geometry in XYZ format:
```
15
Properties=species:S:1:pos:R:3
H -2.06069 0.05822 1.76218
H -0.68830 -0.52617 1.47047
H 1.83891 0.51204 3.16437
H 1.84182 -0.93158 2.68897
H -1.03675 0.22585 -3.11421
H 0.46509 0.40264 -2.96163
H 1.48889 -0.80970 -2.66365
H 2.05510 -1.76171 -1.62292
H -2.77715 1.27504 -0.18534
H -1.88565 2.13082 0.69947
O -1.13433 0.12914 2.01875
O 2.16874 -0.36357 3.39571
O -0.30194 0.01144 -2.52848
O 2.07521 -1.56856 -2.56700
O -2.04893 1.21610 0.44331
```

The HOMO energy is -10.15 eV. The value obtained for the HOMO-LUMO gap is 0.3804 hartree.



Stability check: which of them is least stable? x.